Record 1
This record from OMol25 describes a cluster of 2 separate species, C5H10N3 in total in a non-equilibrium geometry. The level of theory is ωB97M-V with the def2-TZVPD basis set.

```
18
C5H10N3, DFT ωB97M-V with the def2-TZVPD basis set
C -0.49404 0.36774 -0.81694
C 0.42136 0.74417 -1.69911
C 1.17135 -1.66406 0.67730
C -2.86499 0.08762 -0.16635
C 0.14229 0.15785 1.91667
N -1.70470 0.32389 -0.57054
N 1.78777 0.88941 -1.75544
N 0.40042 -0.62763 0.70227
H -0.17170 1.18840 -2.57742
H 1.78407 -2.01168 1.51874
H 1.39004 -2.24144 -0.33217
H -3.75958 0.45984 -0.67183
H -3.19459 -0.48728 0.67278
H 0.03162 -0.51265 2.78161
H 1.07043 0.71452 2.17065
H -0.53446 0.99876 1.79110
H 2.24409 1.10636 -2.68131
H 2.28063 0.50617 -0.96000
```

Properties
Net charge: +1
Spin multiplicity: 1
HOMO energy: -12.8 eV
E: -360.398072 Eh
Energy relative to the best compared isomer or geometry (same formula, charge and spin): 4.817 eV
Maximum force: 3.23 eV Å⁻¹

Here are the Mulliken charges for atoms 1 to 6, given in e: atom 1 (C): 0.372, atom 2 (C): -0.074, atom 3 (C): -0.306, atom 4 (C): -0.211, atom 5 (C): -1.020, atom 6 (N): -0.190



Record 2
This record from OMol25 describes a cluster of 2 separate species, C5H10N3 in total in a non-equilibrium geometry. The level of theory is ωB97M-V with the def2-TZVPD basis set.

```
18
C5H10N3, DFT ωB97M-V with the def2-TZVPD basis set
C 1.60497 0.41640 1.09776
C -0.73494 -1.46936 -0.40261
C -1.39103 1.15800 -0.41544
C 3.34360 -0.10144 -0.53705
C -1.17230 -0.21528 0.05934
N 2.58313 0.23304 0.42076
N -0.57817 -1.04156 1.00397
N -2.50631 0.38134 0.15665
H 1.14887 1.44328 1.05110
H -1.47271 -2.35572 -0.43874
H 0.13795 -1.51637 -1.18051
H -1.03935 2.10931 0.23693
H -1.39024 1.36871 -1.53401
H 2.88345 -0.12377 -1.52746
H 4.32468 -0.49374 -0.28556
H 0.31726 -0.65237 1.37170
H -3.40186 0.05541 -0.22964
H -2.65699 0.80413 1.15278
```

Properties
Net charge: +1
Spin multiplicity: 1
HOMO energy: -11.8 eV
E: -360.300845 Eh
Energy relative to the best compared isomer or geometry (same formula, charge and spin): 7.463 eV
Maximum force: 4.47 eV Å⁻¹

Here are the Mulliken charges for atoms 1 to 6, given in e: atom 1 (C): -0.445, atom 2 (C): -0.364, atom 3 (C): -0.269, atom 4 (C): -0.302, atom 5 (C): 0.277, atom 6 (N): 0.042



Record 3
This record from OMol25 describes the ion C5H10N3O with charge +1 in a non-equilibrium geometry. The level of theory is ωB97M-V with the def2-TZVPD basis set.

```
19
C5H10N3O, DFT ωB97M-V with the def2-TZVPD basis set
C -3.18269 0.19945 -0.01559
C 1.32663 0.70071 1.11271
C 1.30487 -1.63284 0.03304
C 0.81367 0.70487 -1.24103
C 0.68378 -0.14630 0.04894
N -2.74910 -0.92286 -0.29129
N -3.52951 1.33366 0.00051
N -0.69982 -0.19554 0.04468
O -1.40411 -1.21827 -0.11049
H 1.25283 0.12988 2.14321
H 2.36383 0.75326 0.99350
H 0.85851 1.62534 1.30084
H 0.98346 -2.15462 -0.87753
H 0.88286 -2.16977 0.97519
H 2.53262 -1.58219 0.02992
H 1.76763 1.23090 -1.20635
H 0.73106 -0.07675 -2.10310
H 0.01432 1.42312 -1.44228
H -3.95085 1.99794 0.60512
```

Properties
Net charge: +1
Spin multiplicity: 3
HOMO energy (spin up / spin down): -14.1 / -14.8 eV
E: -435.439264 Eh
Energy relative to the best compared isomer or geometry (same formula, charge and spin): 5.851 eV
Maximum force: 5.39 eV Å⁻¹

Here are the Mulliken charges for atoms 1 to 6, given in e: atom 1 (C): 0.611, atom 2 (C): -1.657, atom 3 (C): -1.119, atom 4 (C): -1.353, atom 5 (C): 1.239, atom 6 (N): -0.455



Record 4
This record from OMol25 describes the ion C5H10N3O with charge +1 in a non-equilibrium geometry. The level of theory is ωB97M-V with the def2-TZVPD basis set.

```
19
C5H10N3O, DFT ωB97M-V with the def2-TZVPD basis set
C 1.33634 0.53774 0.01340
C -1.96145 1.13385 0.97945
C -0.82340 0.80358 0.14870
C 2.73454 1.03190 -0.20060
C -1.24467 -1.60171 -0.84209
N 0.39787 1.39024 0.08428
N 1.03261 -0.76584 0.03156
N -0.51113 -0.91942 0.20464
O -1.93226 1.09787 -0.46235
H -2.54297 0.28184 1.41306
H -2.11406 2.07719 1.41055
H 2.72139 2.06443 -0.17484
H 3.13961 0.52598 -1.10328
H 3.16915 0.43725 0.61326
H -1.41267 -2.66997 -0.40848
H -2.16868 -0.96359 -0.77894
H -0.80232 -1.74005 -1.82744
H 1.66213 -1.45890 -0.24608
H -0.68001 -1.26239 1.14518
```

Properties
Net charge: +1
Spin multiplicity: 3
HOMO energy (spin up / spin down): -8.9 / -15.4 eV
E: -435.451243 Eh
Energy relative to the best compared isomer or geometry (same formula, charge and spin): 5.525 eV
Maximum force: 10.17 eV Å⁻¹

Here are the Mulliken charges for atoms 1 to 6, given in e: atom 1 (C): 0.441, atom 2 (C): -0.591, atom 3 (C): 1.077, atom 4 (C): -1.109, atom 5 (C): -0.702, atom 6 (N): -0.396